Record 1
ORCA calculation (the ωB97M-V functional and the def2-TZVPD basis) on a molecular structure, C43H37BrN5O2ReS3Si2.

ORCA input file:
```
! RIJCOSX wB97M-V def2-TZVPD def2/J DEFGRID3
* xyz 1 2
Re 0.148 -0.156 0.208
S 4.789 -3.307 -1.042
C 6.237 -3.901 -1.718
C 6.417 -3.467 -2.994
C 5.355 -2.637 -3.434
C 4.390 -2.445 -2.486
C 3.158 -1.658 -2.601
C 2.440 -1.284 -1.453
N 1.288 -0.618 -1.463
C 0.776 -0.284 -2.690
C 1.455 -0.549 -3.880
C 0.887 -0.094 -5.120
C -0.292 0.555 -5.156
C -1.034 0.794 -3.949
C -2.264 1.457 -3.921
C -2.919 1.669 -2.723
C -2.303 1.163 -1.568
N -1.148 0.525 -1.559
C -0.496 0.356 -2.732
C -4.184 2.399 -2.611
C -4.914 2.661 -1.484
C -6.090 3.411 -1.742
C -6.232 3.711 -3.060
S -4.949 3.088 -3.997
C 2.662 -1.252 -3.822
H 6.875 -4.547 -1.135
H 7.274 -3.726 -3.599
H 5.324 -2.189 -4.419
H 2.839 -1.534 -0.481
H 1.439 -0.280 -6.033
H -0.699 0.910 -6.095
H -2.697 1.810 -4.851
H -2.773 1.318 -0.606
H -4.631 2.346 -0.487
H -6.795 3.712 -0.981
H -7.026 4.262 -3.541
H 3.186 -1.492 -4.738
C -2.975 -1.388 4.097
Si -1.575 -0.265 3.606
C -1.784 1.505 4.103
C -0.016 -1.028 4.299
C -0.110 -1.131 5.698
C 0.893 -1.705 6.457
C 2.027 -2.194 5.821
C 2.140 -2.084 4.446
C 1.140 -1.502 3.652
Si 1.509 -1.455 1.765
C 3.349 -0.873 1.771
C 1.505 -3.311 1.309
H -2.903 -1.607 5.164
H -2.915 -2.341 3.565
H -3.957 -0.951 3.911
H -2.062 1.561 5.161
H -2.580 1.974 3.522
H -0.868 2.082 3.968
H -0.990 -0.748 6.210
H 0.791 -1.779 7.532
H 2.822 -2.650 6.399
H 3.037 -2.467 3.965
H 4.037 -1.683 1.507
H 3.646 -0.507 2.756
H 3.515 -0.056 1.061
H 2.481 -3.770 1.500
H 1.271 -3.476 0.252
H 0.761 -3.854 1.899
Br -0.500 -4.061 -1.831
C -1.924 -2.933 -1.325
C -3.058 -2.834 -2.120
N -4.067 -2.013 -1.827
C -3.965 -1.248 -0.745
C -2.861 -1.281 0.099
C -1.830 -2.170 -0.179
C -2.789 -0.334 1.243
O -3.694 0.366 1.596
O -1.559 -0.342 1.838
H -3.163 -3.435 -3.016
H -4.788 -0.571 -0.540
H -0.970 -2.276 0.490
N 1.625 1.496 3.054
C 1.506 2.285 1.984
N 0.723 2.069 0.949
C 0.746 3.191 0.089
C -0.006 3.386 -1.062
C 0.135 4.554 -1.792
C 1.019 5.551 -1.391
C 1.762 5.390 -0.235
C 1.610 4.216 0.486
S 2.380 3.794 1.987
H 1.218 0.573 3.042
H 2.390 1.644 3.690
H -0.711 2.640 -1.373
H -0.463 4.693 -2.685
H 1.117 6.458 -1.973
H 2.435 6.166 0.108
*
```

Summary:
Total energy in a.u.: -6510.8182
E_LUMO (spin up / spin down) in eV: -3.47 / -3.47
<S²>: 0.77

Record 2
ORCA calculation (the ωB97M-V functional and the def2-TZVPD basis) on a molecular structure, C43H37N5O4P2PmTe.

ORCA input file:
```
! RIJCOSX wB97M-V def2-TZVPD def2/J DEFGRID3
* xyz 1 5
Pm 0.554 -0.035 1.831
Te 1.738 1.351 -3.283
C 2.728 3.198 -2.854
C 2.008 4.381 -2.771
C 2.665 5.520 -2.320
N 3.946 5.533 -1.962
C 4.633 4.401 -2.076
C 4.075 3.208 -2.516
C 1.457 1.186 -1.128
P 2.261 -0.220 -0.318
C 3.104 0.586 1.148
C 3.442 1.940 1.207
C 4.034 2.461 2.344
C 4.293 1.643 3.442
C 3.984 0.294 3.393
C 3.388 -0.241 2.253
C 3.744 -0.691 -1.276
C 3.573 -1.660 -2.267
C 4.640 -2.057 -3.053
C 5.893 -1.496 -2.849
C 6.072 -0.541 -1.859
C 5.005 -0.140 -1.067
P -0.262 1.139 -0.544
C -0.237 2.378 0.863
C 0.623 3.476 0.886
C 0.548 4.402 1.913
C -0.366 4.228 2.947
C -1.229 3.144 2.940
C -1.178 2.224 1.898
C -1.275 2.108 -1.720
C -1.855 1.375 -2.759
C -2.603 2.007 -3.737
C -2.789 3.380 -3.678
C -2.230 4.113 -2.641
C -1.479 3.483 -1.658
H 0.962 4.418 -3.047
H 2.140 6.465 -2.233
H 5.680 4.453 -1.793
H 4.674 2.309 -2.592
H 3.278 2.565 0.336
H 4.318 3.505 2.371
H 4.761 2.052 4.328
H 4.218 -0.342 4.236
H 3.246 -1.313 2.162
H 2.592 -2.098 -2.420
H 4.500 -2.801 -3.826
H 6.733 -1.814 -3.451
H 7.049 -0.105 -1.698
H 5.159 0.601 -0.294
H 1.324 3.610 0.070
H 1.193 5.271 1.900
H -0.416 4.948 3.753
H -1.950 3.026 3.739
H -1.944 1.453 1.811
H -1.710 0.300 -2.789
H -3.040 1.437 -4.546
H -3.385 3.878 -4.432
H -2.381 5.184 -2.595
H -1.063 4.070 -0.854
O 0.906 -1.207 3.545
N 1.226 -0.175 4.209
O 1.755 -0.238 5.283
O 0.941 0.932 3.652
C -7.042 -1.998 -0.669
C -6.080 -3.142 -0.498
C -4.881 -3.193 -1.201
C -3.995 -4.247 -1.039
C -4.277 -5.262 -0.133
N -3.378 -6.329 0.120
C -2.012 -6.362 0.207
O -1.385 -7.389 0.098
N -1.311 -5.150 0.405
C -1.611 -4.076 1.222
C -2.517 -4.151 2.286
C -2.828 -3.005 2.986
C -2.202 -1.818 2.655
N -1.264 -1.745 1.706
C -0.975 -2.853 1.015
C -5.496 -5.247 0.538
C -6.383 -4.201 0.353
H -6.587 -1.177 -1.220
H -7.379 -1.626 0.299
H -7.928 -2.323 -1.218
H -4.637 -2.403 -1.902
H -3.085 -4.281 -1.621
H -3.787 -7.249 0.174
H -0.381 -5.196 0.020
H -2.957 -5.099 2.558
H -3.543 -3.033 3.796
H -2.455 -0.899 3.172
H -0.225 -2.756 0.235
H -5.744 -6.055 1.217
H -7.328 -4.203 0.883
*
```

Summary:
Total energy in a.u.: -3794.2970
E_LUMO (spin up / spin down) in eV: -3.32 / -3.25
<S²>: 6.01

Record 3
ORCA calculation (the ωB97M-V functional and the def2-TZVPD basis) on a molecular structure, C43H37N6O5STi.

ORCA input file:
```
! RIJCOSX wB97M-V def2-TZVPD def2/J DEFGRID3
* xyz 0 2
Ti -0.088 -0.626 -0.203
C -4.563 1.924 -1.039
C -3.167 1.847 -1.229
N -2.324 1.434 -0.319
C -2.809 1.063 0.894
C -4.185 1.149 1.201
C -5.064 1.573 0.179
C -4.648 0.852 2.505
C -3.737 0.516 3.463
C -2.365 0.400 3.162
C -1.872 0.609 1.890
N -0.541 0.444 1.500
C 0.449 0.745 2.467
C 0.650 0.012 3.612
C 1.697 0.297 4.512
C 2.573 1.307 4.257
C 2.397 2.107 3.104
C 3.262 3.186 2.810
C 3.013 3.968 1.723
C 1.878 3.670 0.939
N 1.068 2.669 1.155
C 1.317 1.862 2.222
H -5.200 2.266 -1.843
H -2.750 2.132 -2.189
H -6.126 1.626 0.389
H -5.706 0.923 2.724
H -4.059 0.319 4.478
H -1.703 0.130 3.968
H 0.028 -0.846 3.815
H 1.812 -0.326 5.390
H 3.401 1.519 4.923
H 4.106 3.378 3.463
H 3.645 4.808 1.465
H 1.635 4.316 0.100
C -1.858 -3.050 1.647
O -0.603 -2.464 1.311
C 0.465 -2.753 2.121
C 0.410 -3.575 3.232
C 1.567 -3.771 3.983
C 2.754 -3.168 3.605
C 2.806 -2.359 2.480
C 1.654 -2.125 1.741
N 1.600 -1.334 0.585
N 2.786 -1.300 -0.062
C 2.764 -1.410 -1.403
C 1.636 -1.835 -2.141
O 0.439 -1.891 -1.580
C 1.768 -2.172 -3.510
C 2.948 -1.998 -4.168
C 4.088 -1.474 -3.491
C 5.294 -1.210 -4.176
C 6.375 -0.682 -3.522
C 6.292 -0.403 -2.147
C 5.135 -0.656 -1.455
C 4.007 -1.192 -2.110
H -1.781 -4.139 1.623
H -2.559 -2.704 0.898
H -2.175 -2.716 2.638
H -0.512 -4.059 3.519
H 1.531 -4.408 4.857
H 3.653 -3.331 4.186
H 3.727 -1.893 2.163
H 0.884 -2.534 -4.020
H 3.031 -2.236 -5.222
H 5.348 -1.432 -5.236
H 7.293 -0.480 -4.060
H 7.147 0.014 -1.630
H 5.059 -0.441 -0.398
O -1.946 -1.335 -0.726
C -2.195 -1.153 -1.964
C -3.179 -1.997 -2.732
C -3.082 -1.396 -4.132
C -2.052 -0.273 -3.971
O -1.703 0.491 -4.846
N -1.590 -0.230 -2.667
H -4.171 -1.914 -2.284
H -2.878 -3.043 -2.666
H -4.018 -0.975 -4.496
H -2.727 -2.098 -4.887
O 0.835 0.762 -1.109
S 0.979 1.091 -2.621
C 2.545 1.985 -2.657
C 2.250 3.246 -3.463
C 0.920 3.776 -2.926
C -0.028 2.581 -2.808
H 3.309 1.330 -3.070
H 2.778 2.212 -1.615
H 2.168 3.011 -4.527
H 3.062 3.965 -3.352
H 0.495 4.540 -3.576
H 1.072 4.222 -1.943
H -0.639 2.404 -3.694
H -0.659 2.586 -1.920
*
```

Summary:
Total energy in a.u.: -3613.3172
Energy above the lowest of the compared OMol25 structures with the same formula, charge and spin in kJ/mol: 149.50
E_LUMO (spin up / spin down) in eV: -0.02 / -0.34
<S²>: 0.79